A 4-piece molecular cluster, C22H48O5 overall in a non-equilibrium geometry. Source: the OMol25 dataset; level of theory: the ωB97M-V functional and the def2-TZVPD basis.

Each atom is followed by the atoms it is bonded to, with distances in Å.
Element x y z (Å)
1 C 3.22 -0.62 2.20  C2 1.641, H16 1.190, H17 1.174, H18 1.177
2 C 1.80 -0.40 3.00  C1 1.641, C3 1.669, H19 1.186, H20 1.193
3 C 0.58 -1.39 2.45  C2 1.669, C4 1.638, H21 1.194, H22 1.170
4 C -0.52 -0.59 1.54  C3 1.638, C5 1.638, H23 1.192, H24 1.194
5 C -0.27 -0.64 -0.07  C4 1.638, C6 1.639, H25 1.191, H26 1.194
6 C 0.17 -2.10 -0.67  C5 1.639, C7 1.673, H27 1.192, H28 1.170
7 C 1.84 -2.19 -0.70  C6 1.673, C8 1.640, H29 1.183, H30 1.193
8 C 2.44 -2.64 -2.16  C7 1.640, C9 1.656, H31 1.190, H32 1.173
9 C 3.66 -1.58 -2.53  C8 1.656, C10 1.643, H33 1.172, H34 1.188
10 C 3.15 -0.04 -2.78  C9 1.643, C11 1.645, O15 1.486, H35 1.185
11 C 1.71 0.24 -3.52  C10 1.645, C12 1.669, H36 1.193, H37 1.184
12 C 1.78 1.90 -3.45  C11 1.669, C13 1.664, H38 1.179, H39 1.190
13 C 3.35 2.11 -3.97  C12 1.664, O14 1.337, O15 1.495
14 O 3.89 3.07 -4.73  C13 1.337
15 O 4.08 0.94 -3.41  C10 1.486, C13 1.495
16 H 4.10 -0.36 2.95  C1 1.190
17 H 3.38 -1.71 1.78  C1 1.174
18 H 3.26 0.16 1.32  C1 1.177
19 H 1.46 0.73 2.92  C2 1.186
20 H 2.00 -0.72 4.13  C2 1.193
21 H 0.01 -1.73 3.45  C3 1.194
22 H 1.00 -2.38 1.98  C3 1.170
23 H -1.63 -0.93 1.83  C4 1.192
24 H -0.44 0.56 1.86  C4 1.194
25 H 0.48 0.20 -0.47  C5 1.191
26 H -1.31 -0.37 -0.58  C5 1.194
27 H -0.19 -2.13 -1.80  C6 1.192
28 H -0.32 -3.02 -0.14  C6 1.170
29 H 2.22 -1.12 -0.36  C7 1.183
30 H 2.24 -2.99 0.09  C7 1.193
31 H 2.95 -3.71 -2.05  C8 1.190
32 H 1.58 -2.67 -2.95  C8 1.173
33 H 4.29 -2.02 -3.42  C9 1.172
34 H 4.38 -1.55 -1.59  C9 1.188
35 H 3.09 0.39 -1.68  C10 1.185
36 H 1.96 0.07 -4.68  C11 1.193
37 H 0.73 -0.28 -3.10  C11 1.184
38 H 0.92 2.34 -4.14  C12 1.179
39 H 1.79 2.31 -2.33  C12 1.190
40 C -2.82 -4.11 1.06  C41 1.520, H44 1.096, H45 1.095, H46 1.094
41 C -3.70 -3.52 2.15  C40 1.520, C42 1.520, O43 1.425, H47 1.095
42 C -5.09 -4.12 2.12  C41 1.520, H48 1.096, H49 1.095, H50 1.094
43 O -3.78 -2.11 1.98  C41 1.425, H51 0.972
44 H -3.23 -3.90 0.07  C40 1.096
45 H -1.82 -3.66 1.09  C40 1.095
46 H -2.72 -5.19 1.18  C40 1.094
47 H -3.24 -3.70 3.13  C41 1.095
48 H -5.59 -3.91 1.17  C42 1.096
49 H -5.72 -3.68 2.91  C42 1.095
50 H -5.06 -5.20 2.27  C42 1.094
51 H -4.19 -1.94 1.11  O43 0.972
52 C 0.20 5.02 -6.61  C53 1.520, H56 1.096, H57 1.095, H58 1.094
53 C -0.82 4.26 -5.77  C52 1.520, C54 1.520, O55 1.425, H59 1.095
54 C -2.17 4.95 -5.78  C53 1.520, H60 1.096, H61 1.095, H62 1.094
55 O -0.34 4.16 -4.43  C53 1.425, H63 0.972
56 H 0.35 6.03 -6.22  C52 1.096
57 H 1.17 4.52 -6.59  C52 1.095
58 H -0.13 5.10 -7.65  C52 1.094
59 H -0.92 3.24 -6.16  C53 1.095
60 H -2.10 5.95 -5.35  C54 1.096
61 H -2.89 4.39 -5.16  C54 1.095
62 H -2.57 5.02 -6.80  C54 1.094
63 H -0.25 5.06 -4.08  O55 0.972
64 C -0.61 2.27 6.13  C65 1.520, H68 1.096, H69 1.095, H70 1.094
65 C -0.78 0.78 5.86  C64 1.520, C66 1.520, O67 1.425, H71 1.095
66 C -1.90 0.19 6.71  C65 1.520, H72 1.096, H73 1.095, H74 1.094
67 O 0.44 0.11 6.15  C65 1.425, H75 0.972
68 H -0.34 2.45 7.17  C64 1.096
69 H 0.20 2.68 5.52  C64 1.095
70 H -1.53 2.82 5.90  C64 1.094
71 H -1.00 0.62 4.80  C65 1.095
72 H -1.67 0.30 7.78  C66 1.096
73 H -2.00 -0.88 6.52  C66 1.095
74 H -2.85 0.68 6.51  C66 1.094
75 H 0.65 0.25 7.09  O67 0.972

Frontier orbital gap: 10.611 eV
E_tot: -1242.97700 Eh
Structure (SMILES): CCCCCCCCC[C@@H]1CCC(=O)O1.CC(C)O.CC(C)O.CC(C)O

=====

One molecule with the formula Cl2HPS2 in a non-equilibrium geometry. Source: the OMol25 dataset; level of theory: the ωB97M-V functional and the def2-TZVPD basis.

Each atom is followed by the atoms it is bonded to, with distances in Å.
Element x y z (Å)
1 S -0.03 2.12 0.09  P2 1.915
2 P 0.27 0.23 0.22  S1 1.915, S3 2.129, Cl4 2.022, Cl5 2.066
3 S -1.52 -0.92 0.20  P2 2.129, H6 1.346
4 Cl 1.14 -0.29 1.97  P2 2.022
5 Cl 1.46 -0.36 -1.37  P2 2.066
6 H -1.32 -0.78 -1.12  S3 1.346

Frontier orbital gap: 8.650 eV
E_tot: -2058.77826 Eh
Structure (SMILES): S=P(S)(Cl)Cl

=====

One molecule with the formula C5H8N2O. Source: the OMol25 dataset; level of theory: the ωB97M-V functional and the def2-TZVPD basis.

Each atom is followed by the atoms it is bonded to, with distances in Å.
Element x y z (Å)
1 C 1.40 -1.37 -0.43  C2 1.493, H9 1.097, H10 1.095, H11 1.092
2 C 0.35 -0.32 -0.28  C1 1.493, C3 1.362, C7 1.490
3 C -0.97 -0.30 0.07  C2 1.362, N4 1.357, N5 1.420
4 N -1.93 -1.25 0.20  C3 1.357, H12 1.008, H13 1.007
5 N -1.31 1.06 0.31  C3 1.420, C6 1.491, C7 1.835
6 C -0.19 1.64 1.12  N5 1.491, C7 1.453, H14 1.086, H15 1.093
7 C 0.48 1.15 -0.07  C2 1.490, N5 1.835, C6 1.453, O8 1.334
8 O 1.02 2.00 -0.95  C7 1.334, H16 0.970
9 H 2.05 -1.45 0.45  C1 1.097
10 H 2.05 -1.19 -1.29  C1 1.095
11 H 0.93 -2.35 -0.58  C1 1.092
12 H -2.88 -0.92 0.26  N4 1.008
13 H -1.79 -2.14 -0.25  N4 1.007
14 H -0.28 2.72 1.19  C6 1.086
15 H 0.02 1.16 2.08  C6 1.093
16 H 1.04 1.56 -1.81  O8 0.970

Frontier orbital gap: 7.812 eV
E_tot: -379.96661 Eh
Structure (SMILES): CC1=C(N)N2C[C@@]12O

=====

A 2-piece molecular cluster, C5H11NO overall. Source: the OMol25 dataset; level of theory: the ωB97M-V functional and the def2-TZVPD basis.

Each atom is followed by the atoms it is bonded to, with distances in Å.
Element x y z (Å)
1 C 0.39 1.91 -0.35  C2 1.498, H5 1.089, H6 1.093, H7 1.086
2 C 0.98 0.77 0.44  C1 1.498, C3 1.328, H8 1.081
3 C 1.57 -0.26 -0.14  C2 1.328, N4 1.393, H9 1.082
4 N 2.11 -1.36 0.53  C3 1.393, H10 1.011, H11 1.007
5 H -0.01 1.55 -1.30  C1 1.089
6 H 1.14 2.67 -0.56  C1 1.093
7 H -0.42 2.38 0.21  C1 1.086
8 H 0.98 0.88 1.51  C2 1.081
9 H 1.58 -0.36 -1.22  C3 1.082
10 H 2.33 -1.19 1.50  N4 1.011
11 H 2.87 -1.81 0.04  N4 1.007
12 C -1.97 -1.38 -0.69  C13 1.322, H15 1.072, H16 1.079
13 C -1.56 -0.68 0.35  C12 1.322, O14 1.353, H17 1.078
14 O -2.11 0.48 0.78  C13 1.353, H18 0.966
15 H -1.51 -2.31 -0.96  C12 1.072
16 H -2.78 -1.04 -1.32  C12 1.079
17 H -0.78 -1.01 1.01  C13 1.078
18 H -2.81 0.75 0.16  O14 0.966

Frontier orbital gap: 8.900 eV
E_tot: -327.04857 Eh
Structure (SMILES): C/C=C/N.C=CO